14
Properties=species:S:1:pos:R:3:forces:R:3 method="wB97M-V/def2-TZVPD" homo_ev=-14.2 gap_ev=9.63 total_charge=+1
C -1.282 1.532 0.109 -0.37 0.08 -0.96
N -0.671 2.716 -0.028 -0.29 -0.82 0.38
O -0.802 0.454 -0.227 0.29 0.18 0.43
H -2.329 1.620 0.420 0.01 -0.09 0.32
H -1.157 3.520 0.322 0.34 0.40 -0.11
H 0.282 2.715 -0.350 0.03 0.46 0.01
N 0.496 -1.846 -0.993 -0.81 -0.32 0.45
C 0.744 -1.961 0.264 2.12 -0.55 0.21
N 1.384 -0.984 0.934 -1.48 0.71 -0.15
H -0.234 -2.429 -1.385 0.37 -0.01 -0.63
H 1.003 -1.131 -1.493 -0.85 0.46 -0.32
H 0.680 -2.947 0.724 -0.69 0.11 0.10
H 1.012 -0.051 0.818 -0.14 0.09 -0.76
H 2.350 -0.983 1.087 1.47 -0.71 1.03


14
Properties=species:S:1:pos:R:3:forces:R:3 method="wB97M-V/def2-TZVPD" homo_ev="-14.0 / -14.0" gap_ev="8.85 / 8.85" smiles="C[C@H](NN)[NH+]=O" total_charge=+1
C 1.289 -0.683 0.667 0.45 0.37 -1.15
C 0.522 -0.251 -0.610 -1.28 -1.23 1.58
N -0.005 1.047 -0.653 0.75 -0.45 1.39
N -0.790 1.316 0.427 1.60 -1.84 -1.39
N -1.047 -1.052 -0.465 2.20 0.25 -0.01
O -1.527 -0.493 0.522 -1.29 -1.77 -0.10
H 1.865 0.203 1.206 -1.21 -2.10 -1.22
H 0.540 -1.210 1.267 0.63 0.39 0.51
H 1.944 -1.467 0.184 -0.07 0.94 1.44
H 0.986 -0.688 -1.472 -0.09 0.73 -0.87
H -0.369 1.311 -1.515 -0.92 0.84 -1.66
H -0.323 1.402 1.274 1.59 -0.52 1.82
H -1.456 1.986 0.461 -2.64 2.82 -1.38
H -1.628 -1.418 -1.294 0.27 1.56 1.03


14
Properties=species:S:1:pos:R:3:forces:R:3 method="wB97M-V/def2-TZVPD" homo_ev=-8.7 gap_ev=9.68 smiles="C/N=N/N(C)P"
C 1.703 -1.779 -0.928 -1.35 -0.42 -2.22
N 0.975 -0.570 -0.648 -0.86 0.87 1.21
N 0.042 -0.757 0.196 2.52 -1.39 -2.02
N -0.651 0.292 0.485 -0.43 2.89 0.09
C -0.265 1.729 0.007 -0.65 -2.86 2.25
P -2.043 -0.023 1.480 0.88 0.45 0.19
H 2.112 -2.230 -0.104 0.33 -1.33 2.53
H 2.593 -1.693 -1.537 -0.14 0.97 -0.65
H 0.992 -2.441 -1.471 0.68 -0.07 0.42
H -0.374 1.848 -1.028 -0.56 0.35 -1.26
H -0.828 2.282 0.718 -1.12 1.08 -0.42
H 0.712 1.978 0.312 1.64 -0.36 -0.01
H -3.052 0.039 0.452 0.10 0.79 0.53
H -1.915 1.327 2.066 -1.05 -0.97 -0.63


15
Properties=species:S:1:pos:R:3:forces:R:3 method="wB97M-V/def2-TZVPD" homo_ev=-13.9 gap_ev=10.57 total_charge=+1
C -1.449 0.149 -0.274 -0.07 -0.02 0.17
C 2.721 0.212 0.032 1.83 0.68 -0.35
N -2.755 -0.079 -0.259 -2.89 -0.25 -0.71
N -0.588 -0.786 -0.406 2.18 1.13 0.08
N 1.995 -0.777 -0.282 -1.77 1.02 -0.23
S -1.069 1.841 0.009 0.74 -0.33 -0.22
S 4.484 0.160 -0.143 -0.97 1.27 1.25
H 2.407 1.252 0.352 -0.52 -1.71 -0.24
H -3.128 -1.051 -0.404 0.50 1.65 0.09
H -3.400 0.743 -0.435 0.87 -2.10 0.53
H -0.916 -1.703 -0.491 -0.93 -1.45 -0.18
H -2.304 2.077 -0.389 -0.15 1.07 -0.01
H 2.383 -1.606 -0.675 0.95 -0.60 -0.03
H 0.732 -0.757 -0.422 -0.33 0.56 0.70
H 4.535 1.266 0.700 0.55 -0.90 -0.85


15
Properties=species:S:1:pos:R:3:forces:R:3 method="wB97M-V/def2-TZVPD" homo_ev=-12.8 gap_ev=8.92 total_charge=+1
C -1.289 -0.028 0.351 0.94 0.54 -0.79
C 1.064 -0.142 -0.210 3.54 -2.02 1.05
N -2.250 -0.705 0.886 -3.75 1.09 2.02
N -0.168 -0.684 0.244 1.22 -1.57 0.38
N 0.896 0.187 -1.495 -0.53 0.85 -2.88
S -1.574 1.595 -0.246 1.77 -0.36 0.73
S 1.642 1.296 0.909 1.75 -1.57 -0.35
H 2.334 -1.282 -0.088 -3.17 2.34 0.19
H -2.231 -1.725 1.015 -0.10 0.97 0.26
H -2.881 -0.047 1.442 0.43 -2.12 -1.09
H -0.169 -1.655 0.574 0.29 0.71 0.06
H -0.162 1.822 -0.258 -1.83 0.29 -0.24
H 1.656 0.636 -1.962 0.22 0.17 -0.28
H 0.129 -0.141 -2.110 1.03 0.06 1.02
H 3.002 0.873 0.947 -1.78 0.63 -0.08


14
Properties=species:S:1:pos:R:3:forces:R:3 method="wB97M-V/def2-TZVPD" homo_ev="-8.1 / -7.7" gap_ev="8.28 / 7.29"
C -1.574 0.199 1.185 -0.20 -0.10 0.47
C 1.275 1.223 -1.270 -0.55 0.71 -0.10
N -0.902 -0.600 0.181 -0.85 -2.92 -0.73
N 0.581 0.025 -0.870 1.29 -0.32 -0.78
N -0.393 -1.704 0.417 -0.41 3.82 0.25
N 0.392 -2.282 1.175 0.28 -1.60 0.80
H 0.100 -0.373 -1.677 0.15 0.14 0.06
H 1.336 -2.280 0.756 -0.18 -0.09 -0.17
H -1.860 -0.434 2.033 0.28 0.21 -0.04
H -2.495 0.597 0.755 0.20 0.14 -0.02
H -0.914 1.009 1.496 0.00 0.03 0.09
H 0.620 1.977 -1.736 0.17 0.09 0.12
H 1.797 1.659 -0.418 -0.08 0.07 -0.03
H 2.037 0.983 -2.026 -0.09 -0.17 0.08


14
Properties=species:S:1:pos:R:3:forces:R:3 method="wB97M-V/def2-TZVPD" multiplicity=3 homo_ev="-18.1 / -20.2" gap_ev="9.24 / 8.91" total_charge=+2
C -1.018 0.792 -0.210 -0.60 -4.36 0.75
C -2.505 -1.166 -0.376 -3.52 -2.65 2.38
N -1.694 -0.287 -0.102 0.97 1.59 -0.74
N 0.280 0.862 0.062 1.58 0.20 -0.22
N 1.026 -0.239 0.257 -0.48 0.01 0.98
N 2.274 0.156 0.937 -0.51 -0.50 -0.24
H -1.430 1.692 -0.394 -1.93 2.92 -0.64
H -3.108 -1.719 0.481 1.49 1.31 -1.16
H -2.933 -1.549 -1.303 1.07 0.44 -0.81
H 0.593 1.782 -0.262 1.11 -0.07 0.48
H 0.944 -0.997 -2.293 0.00 -0.06 -0.22
H 2.967 -0.115 0.182 0.09 0.79 1.33
H 2.472 -0.372 1.876 -0.61 0.67 -1.96
H 2.132 1.161 1.146 1.35 -0.28 0.05


16
Properties=species:S:1:pos:R:3:forces:R:3 method="wB97M-V/def2-TZVPD" homo_ev="-7.0 / -7.1" gap_ev="7.24 / 7.47"
C 0.300 -0.828 0.173 -1.38 -0.18 -0.30
C -1.031 -0.399 0.264 1.79 -1.31 -0.51
N 1.017 -1.062 1.360 0.21 0.12 0.04
N 0.754 -1.446 -0.999 -0.26 -0.74 0.67
N -0.889 1.793 -0.246 1.25 -0.31 0.16
O -1.851 -0.590 -0.796 -0.05 0.20 0.75
N 0.864 1.137 -0.348 -0.57 0.36 1.31
O 1.603 1.504 0.506 -1.30 0.03 -0.96
H -2.628 -0.025 -0.647 0.31 -0.02 -0.30
H -1.427 -0.113 1.228 -0.06 0.02 -0.11
H 1.316 -0.209 1.832 -0.02 0.00 -0.19
H 1.829 -1.644 1.197 -0.10 0.02 0.01
H 1.746 -1.361 -1.176 -0.36 0.25 -0.32
H 0.105 -1.375 -1.771 0.48 0.08 -0.04
H -0.840 2.384 0.582 0.10 0.63 -0.66
H -0.868 2.234 -1.158 -0.05 0.84 0.47


16
Properties=species:S:1:pos:R:3:forces:R:3 method="wB97M-V/def2-TZVPD" homo_ev=-8.2 gap_ev=8.62
C -2.027 -1.147 -0.189 0.31 -2.63 0.36
N -0.781 -1.301 0.564 0.83 1.58 1.84
N 0.107 -0.615 -0.296 3.80 -2.12 -1.81
C 0.738 0.635 -0.227 -8.62 -0.86 3.83
N 0.169 1.714 0.219 1.03 1.04 -0.46
O -1.246 1.697 0.341 -0.10 1.41 -0.90
N 1.954 0.523 -0.509 10.96 3.11 -5.19
S 3.254 -0.409 0.262 -1.51 2.11 0.86
H -2.806 -1.648 0.464 0.34 0.35 -1.46
H -2.205 -0.117 -0.367 -0.67 0.79 -0.20
H -1.674 -1.652 -1.199 -1.83 0.66 1.90
H -0.743 -0.989 1.661 -0.18 -0.43 -3.85
H 0.855 -1.246 -0.899 -2.84 1.40 2.46
H -1.504 2.647 0.078 0.78 -2.19 0.72
H 2.465 1.351 -1.193 -2.31 -2.93 2.90
H 3.443 0.556 1.288 0.01 -1.29 -1.00


15
Properties=species:S:1:pos:R:3:forces:R:3 method="wB97M-V/def2-TZVPD" homo_ev=-14.0 gap_ev=10.16 total_charge=+1
C 0.333 0.729 -0.768 2.28 2.09 -3.10
C -0.903 1.417 -1.076 -1.27 1.89 0.34
N 1.648 1.140 -1.710 -4.58 -0.57 2.76
N 2.430 0.315 -1.300 2.83 -2.21 0.33
N 0.665 -0.232 -0.024 0.46 -0.20 -0.38
N 1.972 -0.501 -0.333 -0.65 1.98 -0.33
N -0.991 -1.302 1.738 -1.37 -0.54 0.18
H -1.771 0.708 -0.983 0.67 0.90 -0.62
H -0.741 1.953 -2.086 -0.73 -1.22 1.48
H -1.093 2.277 -0.335 0.28 -1.21 -0.94
H -0.277 -0.805 1.010 -0.60 -0.57 0.07
H 2.379 -1.363 -0.109 0.89 -1.14 0.21
H -1.235 -2.322 1.448 0.70 2.23 0.83
H -1.904 -0.770 1.879 1.42 -0.83 -0.49
H -0.509 -1.243 2.649 -0.32 -0.59 -0.34


ΔE to the lowest compared entry with this formula, charge and spin (computed, eV): 1.550 7.264 2.973 0.950 3.531 7.505 3.388 7.131 2.919 2.787
E (computed, a.u.): -320.2676 -320.0576 -586.5054 -1041.3823 -1041.2875 -299.7549 -299.0752 -450.3234 -773.2346 -354.4543